Formula: C48H96O12
Source: OMol25
Level of theory: ωB97M-V/def2-TZVPD

Output
- F_max: 3.64 eV/Å
- SMILES: C1CCOC1.C1CCOC1.C1CCOC1.C1CCOC1.C1CCOC1.C1CCOC1.C1CCOC1.C1CCOC1.C1CCOC1.C1CCOC1.C1CCOC1.C1CCOC1
- Energy: -2788.9836 Eh

XYZ file:
```
156
Properties=species:S:1:pos:R:3:forces:R:3
C 4.569390 2.922549 -5.524453 -1.0107 -0.6251 0.1830
C 5.453239 4.088269 -5.142573 0.9211 0.3193 -1.1543
C 4.893248 5.234520 -6.043269 -0.3856 -0.4018 1.0609
O 3.520212 4.897649 -6.176600 -0.9296 1.3307 0.3680
C 3.362850 3.520655 -6.297411 1.3403 -0.8947 -0.2050
H 4.146810 2.477014 -4.623890 0.3122 -0.3902 -0.0459
H 5.087683 2.169939 -6.118632 -0.0379 -0.0344 0.1667
H 6.476374 3.829978 -5.415652 0.1680 0.2691 -0.0176
H 5.481456 4.258278 -4.066283 -0.4015 0.4649 -0.1555
H 5.340071 5.327213 -7.033145 0.3671 -0.4273 -0.0902
H 4.942612 6.226192 -5.593546 -0.0431 -0.0612 0.1238
H 3.392179 3.269948 -7.357781 0.0076 -0.3078 -0.1844
H 2.452834 3.096915 -5.872645 -0.3114 0.7524 -0.0399
C 1.422328 9.229268 -1.990444 -0.4006 -2.7539 0.1030
C 0.653122 10.498132 -1.800259 0.0803 -0.4989 0.1284
C -0.659119 9.917542 -1.175472 0.3897 0.6148 -2.5788
O -0.892443 8.696181 -1.973001 0.5223 0.5628 0.9875
C 0.337714 8.289112 -2.586749 0.3597 0.7449 0.1461
H 1.665207 8.766961 -1.033689 0.5701 0.2619 0.1735
H 2.263732 9.195376 -2.682537 0.2091 0.4991 0.3239
H 0.581025 10.866880 -2.823459 -0.7211 0.6815 0.2251
H 1.230626 11.171290 -1.166663 -0.4129 0.2820 -0.0074
H -1.543022 10.510378 -1.410754 0.1103 0.2306 0.3718
H -0.518303 9.849070 -0.096777 -0.1803 -0.8269 0.0193
H 0.391048 8.468345 -3.660587 -0.8184 0.1333 -0.3285
H 0.449214 7.210503 -2.475929 0.2901 0.0591 0.4318
C 1.703158 -4.166756 -5.442704 -0.6031 -0.5550 -0.0251
C 1.280951 -4.351696 -6.939359 0.5688 -0.4529 1.1805
C 1.034038 -2.933475 -7.407723 1.1722 -0.1447 0.8965
O 1.774740 -2.041558 -6.445090 -1.7964 -0.5327 -1.3767
C 2.334973 -2.816157 -5.392432 0.4158 0.3455 -0.6374
H 2.360166 -4.904866 -4.982688 0.0646 -0.2958 -0.4852
H 0.834478 -4.147330 -4.784578 -0.3350 -0.0636 -0.2267
H 0.361256 -4.932245 -7.011690 0.1730 -0.1675 -0.0452
H 2.061650 -4.833279 -7.528141 0.0456 -0.0863 0.1452
H -0.052847 -2.861208 -7.447116 0.0538 1.2350 0.3282
H 1.453418 -2.819815 -8.407380 -0.0705 0.5150 0.0985
H 2.165041 -2.347218 -4.423240 0.0315 0.2886 -0.0974
H 3.404394 -2.866692 -5.597091 0.2681 -0.0733 0.2586
C 9.587299 1.499075 -1.077831 -1.6620 -3.2084 0.4622
C 10.084677 2.867443 -1.131395 1.0340 2.0718 -0.7273
C 9.546852 3.543119 0.126943 0.8832 -0.0850 0.2727
O 9.236260 2.486910 1.011411 -0.8581 -0.1956 0.4499
C 8.745229 1.389601 0.256006 1.9267 -0.2016 -0.9554
H 10.416631 0.793742 -1.024705 0.1400 0.0759 0.3529
H 8.999067 1.024319 -1.863127 -0.2133 0.8091 -0.5224
H 9.882482 3.500691 -1.995235 -0.4623 -0.3342 -0.2457
H 11.172345 2.796649 -1.139863 0.0893 0.3655 0.3853
H 8.700561 4.200235 -0.073249 -0.2871 -0.1005 -0.0400
H 10.331388 4.125272 0.610381 -0.1544 0.1803 0.0708
H 7.669572 1.344465 0.085636 -0.1341 0.5139 0.0843
H 9.064528 0.462775 0.732610 -0.3095 0.1065 0.4102
C -6.071185 2.663872 5.758920 -1.6327 -0.1256 0.1235
C -7.331563 2.266188 6.618763 -0.3719 0.5944 -0.4071
C -7.256861 0.764606 6.891642 1.7183 1.2407 -0.8395
O -5.809200 0.597203 6.864958 1.1383 -0.6025 0.3514
C -5.052657 1.563932 6.035188 -2.4692 -0.0140 0.1062
H -5.785843 3.683507 6.017826 0.3155 -0.1605 0.0797
H -6.355292 2.685481 4.706822 0.0040 -0.0393 -0.0485
H -8.237763 2.576583 6.098613 -0.1126 -0.0676 0.0194
H -7.315942 2.817912 7.558691 0.0852 -0.0974 0.0768
H -7.757447 0.124821 6.164866 0.2134 0.1315 -0.5512
H -7.677795 0.438573 7.842757 0.5241 0.2807 0.2975
H -4.810487 1.078834 5.089609 0.4345 -0.1359 0.2256
H -4.197709 2.057538 6.497265 0.1555 -1.0098 0.5614
C 0.363133 1.808848 0.401776 1.0639 -1.1953 0.9992
C -0.930708 1.057896 0.179355 -1.1807 1.2065 -1.7139
C -0.765790 -0.213080 0.896474 0.0165 -0.4614 0.4476
O 0.572706 -0.534613 0.676749 1.5276 -0.5273 0.5117
C 1.392101 0.666724 0.516686 -1.2292 -1.5190 -1.2119
H 0.307059 2.165172 1.430369 0.0884 1.2309 -0.3412
H 0.742233 2.432472 -0.407847 -0.6303 0.7056 0.5231
H -1.080634 0.814136 -0.872412 0.2109 0.0953 -0.2515
H -1.833671 1.604794 0.450743 0.1017 0.1914 0.2582
H -1.382280 -1.002056 0.465714 -0.0149 -0.1012 0.2143
H -0.983775 -0.103522 1.958820 -0.0809 -0.1225 0.3388
H 1.860303 0.475247 -0.448828 0.4133 0.3057 0.0047
H 2.168950 0.722898 1.279218 -0.2821 0.1909 0.2185
C 1.915625 1.775017 8.403833 0.8996 1.8932 -0.1320
C 2.929235 1.113845 7.463700 -1.6549 -1.6369 -0.5991
C 2.082389 -0.145581 7.103786 0.3962 0.1142 1.6201
O 1.479862 -0.512185 8.387787 -0.7351 0.5281 -0.0362
C 1.159975 0.710439 9.170948 1.6880 -0.6198 -1.3369
H 1.255664 2.429777 7.834754 -0.1476 -0.1173 -0.0934
H 2.463385 2.433851 9.077616 -0.1565 0.1529 0.1759
H 3.839370 0.822081 7.987755 0.0013 0.0265 -0.1663
H 3.127631 1.603086 6.510082 0.2398 0.5841 0.3934
H 2.664344 -0.986825 6.727316 0.0615 -0.1409 0.4104
H 1.327221 0.038048 6.339518 -0.2506 0.3947 0.0993
H 1.600169 0.626404 10.164553 -0.1192 -0.5074 0.0056
H 0.114165 0.996241 9.283654 -0.2186 -0.6790 -0.3491
C -6.528546 4.911631 -2.320014 2.0248 0.4489 -0.6285
C -7.806594 5.536264 -2.939692 0.3465 -0.2096 1.4054
C -8.095068 4.611158 -4.071065 1.3842 -0.5488 -2.0272
O -6.902251 3.807885 -4.304417 0.2223 -1.1029 0.3659
C -5.787658 4.316665 -3.558254 -1.5656 0.2353 0.1506
H -6.622185 4.118671 -1.578025 -0.7823 -0.1133 -0.2291
H -5.828186 5.593842 -1.838141 -0.3554 0.5708 0.0723
H -7.658042 6.558074 -3.288896 0.2554 -0.0654 0.1384
H -8.635637 5.541471 -2.232052 0.0679 0.1259 0.0847
H -8.110558 5.107638 -5.041309 -1.0346 0.5194 0.1259
H -8.969269 3.970721 -3.953974 0.1988 -0.1274 0.0903
H -5.229535 5.001981 -4.196160 -0.2118 0.8051 0.1700
H -5.029678 3.561510 -3.350175 -0.5450 -0.5418 0.2814
C -6.255796 -4.080130 -5.429093 -0.6013 -1.4594 -0.3000
C -5.950450 -2.782705 -4.809480 -0.0405 2.1809 1.7527
C -4.854488 -2.116823 -5.644826 -0.2906 -1.2509 -0.3765
O -4.730248 -3.024444 -6.734347 1.7516 0.4089 -0.5965
C -5.871111 -3.818099 -6.845598 0.2346 -0.2167 -0.4134
H -7.295517 -4.380384 -5.298916 -0.0026 -0.0339 -0.0342
H -5.622507 -4.893467 -5.074789 0.0283 0.0753 0.3336
H -5.655085 -2.900054 -3.766849 -0.0207 0.1889 0.0536
H -6.780498 -2.076762 -4.836992 -0.4456 -0.3556 0.2063
H -3.921498 -2.089083 -5.081914 0.1617 0.3190 -0.3753
H -5.141864 -1.164814 -6.091157 0.0878 0.3289 0.5646
H -5.519722 -4.710295 -7.363912 -0.5911 0.0335 -0.3576
H -6.653774 -3.255416 -7.354426 -0.2564 -0.2185 -0.4551
C -3.734703 -5.115353 4.518840 0.6408 -0.5279 -1.0354
C -5.004388 -4.813959 3.740376 -0.9278 0.5820 1.8086
C -5.958018 -5.807324 4.441401 -0.4821 0.3979 -1.0397
O -5.181948 -6.970032 4.479091 -0.3054 -0.8632 -0.6367
C -3.812444 -6.611132 4.676616 -0.6245 -0.7418 1.2992
H -3.768071 -4.666598 5.511610 0.1001 0.3683 -0.2664
H -2.848310 -4.838139 3.948275 0.1303 0.2542 0.3603
H -5.024658 -5.051370 2.676744 0.4248 0.2501 0.0881
H -5.194899 -3.769612 3.987625 -0.6218 0.1020 -0.6999
H -6.867584 -5.992660 3.870045 0.1019 -0.2258 -0.3902
H -6.368630 -5.556373 5.419422 0.5896 0.5237 0.4636
H -3.169531 -7.194102 4.017133 -0.1016 0.0081 -0.0008
H -3.700464 -6.892876 5.723601 1.0865 -0.1226 0.0355
C -1.258381 -8.487898 -1.342838 -0.8588 0.7984 0.0908
C 0.171986 -8.241107 -0.824645 0.4571 0.8393 0.2943
C 0.041097 -7.043867 0.172963 -0.5872 -2.6070 0.4886
O -1.189032 -6.470567 -0.113932 -1.1252 1.8836 -0.2159
C -1.935568 -7.074487 -1.180410 2.1347 -0.9056 0.5663
H -1.879127 -9.189207 -0.785218 0.5099 -0.1440 0.5150
H -1.369679 -8.841031 -2.368020 0.5132 0.1442 -0.1303
H 0.852301 -7.877191 -1.594602 -0.2253 -0.2827 -0.4798
H 0.695272 -9.058473 -0.328468 -0.3518 -0.2592 -0.1492
H 0.930419 -6.418419 0.250582 -0.2852 0.5753 -0.6812
H -0.103345 -7.440426 1.177937 0.3979 -0.2429 0.3412
H -1.745906 -6.474839 -2.070673 -0.6089 0.0483 -0.1953
H -2.968695 -7.133506 -0.837969 0.0174 0.1639 -0.4340
C 6.808452 -3.987407 5.937405 0.6893 -0.0988 0.2156
C 7.385232 -3.217620 4.733715 -0.3737 0.2091 0.6640
C 6.302554 -3.387749 3.718741 0.0284 -1.0740 0.0702
O 5.832422 -4.722215 3.965662 -0.4039 -0.0201 -0.3525
C 5.672399 -4.798037 5.368082 -0.1040 -0.6273 0.1286
H 6.444492 -3.351106 6.744107 0.4289 -0.0049 0.0922
H 7.566110 -4.703947 6.254618 0.0210 0.3582 0.6180
H 8.259412 -3.726629 4.327723 0.3247 0.4683 0.3935
H 7.497234 -2.163571 4.987754 0.6720 -0.0689 -0.2029
H 6.749056 -3.391705 2.724391 -0.7670 0.4091 -0.2040
H 5.496303 -2.691770 3.950413 -0.1833 0.2885 -0.7089
H 5.763009 -5.823423 5.726493 -0.1160 -0.2227 -0.4901
H 4.690087 -4.467628 5.705694 -0.2222 0.3896 -0.2241
```
Positions in Å, forces in eV/Å.